1.
This record from OMol25 describes a structure of composition C38H45As2N4O2RhSSb. The level of theory is wB97M-V/def2-TZVPD.

Atoms and positions in Å:
Rh1 0.025 -0.745 0.347
O1 1.366 -2.522 1.274
C1 2.208 -2.274 2.387
C2 1.914 -0.944 3.028
C3 2.460 -0.633 4.267
C4 2.206 0.605 4.824
C5 1.415 1.502 4.120
C6 0.904 1.114 2.900
N1 1.144 -0.087 2.353
H1 0.536 -2.947 1.593
H2 3.240 -2.272 2.029
H3 2.116 -3.074 3.123
H4 3.062 -1.364 4.791
H5 2.615 0.867 5.791
H6 1.194 2.482 4.518
H7 0.277 1.787 2.333
C7 0.263 -4.834 -0.481
As1 -0.401 -3.083 -1.014
C8 -0.197 -3.280 -2.958
C9 -2.341 -3.206 -0.997
C10 -2.996 -4.420 -0.821
C11 -4.374 -4.487 -0.971
C12 -5.098 -3.354 -1.314
C13 -4.450 -2.138 -1.480
C14 -3.070 -2.067 -1.313
As2 -2.141 -0.364 -1.535
C15 -2.151 -0.109 -3.474
C16 -3.499 0.966 -1.087
H8 -0.064 -5.553 -1.231
H9 -0.109 -5.113 0.502
H10 1.351 -4.815 -0.462
H11 -1.049 -3.855 -3.316
H12 0.717 -3.830 -3.175
H13 -0.157 -2.320 -3.465
H14 -2.436 -5.311 -0.569
H15 -4.879 -5.435 -0.837
H16 -6.169 -3.415 -1.458
H17 -5.023 -1.262 -1.755
H18 -3.194 -0.117 -3.788
H19 -1.616 -0.893 -4.003
H20 -1.711 0.855 -3.724
H21 -4.308 0.915 -1.814
H22 -3.046 1.955 -1.142
H23 -3.893 0.805 -0.087
C17 -4.682 -0.622 3.902
N2 -3.560 -1.108 3.114
C18 -3.139 -2.493 3.047
C19 -1.895 -2.384 2.187
O2 -1.137 -3.300 1.897
N3 -1.731 -1.084 1.811
C20 -2.708 -0.368 2.413
N4 -2.799 0.954 2.308
H24 -5.251 -1.474 4.262
H25 -5.345 -0.001 3.298
H26 -4.340 -0.044 4.762
H27 -3.883 -3.139 2.574
H28 -2.904 -2.905 4.030
H29 -2.118 1.452 1.760
H30 -3.518 1.474 2.783
S1 -0.129 1.606 -0.278
Sb1 1.977 2.420 -1.096
C21 3.290 2.615 0.575
C22 4.340 1.721 0.737
C23 5.172 1.872 1.838
C24 4.965 2.914 2.733
C25 3.920 3.809 2.544
C26 3.063 3.658 1.464
C27 2.500 0.801 -2.377
C28 2.744 -0.434 -1.788
C29 3.136 -1.490 -2.596
C30 3.231 -1.317 -3.972
C31 2.946 -0.088 -4.549
C32 2.595 0.992 -3.747
C33 1.286 4.225 -1.985
C34 0.183 4.139 -2.826
C35 -0.347 5.310 -3.344
C36 0.217 6.536 -3.010
C37 1.314 6.602 -2.162
C38 1.866 5.439 -1.643
H31 4.542 0.949 0.004
H32 6.003 1.193 1.975
H33 5.636 3.043 3.572
H34 3.779 4.636 3.227
H35 2.250 4.358 1.310
H36 2.681 -0.569 -0.709
H37 3.401 -2.437 -2.144
H38 3.544 -2.142 -4.599
H39 3.023 0.043 -5.620
H40 2.421 1.965 -4.190
H41 -0.257 3.180 -3.075
H42 -1.200 5.266 -4.007
H43 -0.199 7.445 -3.422
H44 1.744 7.560 -1.902
H45 2.735 5.490 -0.997

Computed properties:
2S+1	5
largest force on an atom	0.021	hartree/bohr
E_HOMO (alpha / beta)	-0.569 / -0.603	hartree
ΔE to the lowest compared entry with this formula, charge and spin	89.8	kJ/mol
net charge	+3
frontier orbital gap (alpha / beta)	0.2949 / 0.2046	Ha

2.
This record from OMol25 describes a structure of composition C33H56CrN2O2PS2SbSi. The level of theory is wB97M-V/def2-TZVPD.

Atoms and positions in Å:
Cr1 0.380 0.122 0.084
C1 -5.556 -1.228 -0.870
C2 -4.953 -1.530 -2.078
C3 -3.574 -1.603 -2.169
C4 -2.763 -1.371 -1.062
C5 -3.392 -1.046 0.142
C6 -4.770 -0.982 0.243
Si1 -0.847 -1.529 -1.115
C7 -0.659 -3.110 -0.043
C8 -0.854 -2.988 1.329
C9 -0.880 -4.092 2.158
C10 -0.650 -5.353 1.635
C11 -0.402 -5.494 0.280
C12 -0.426 -4.384 -0.548
H1 -6.634 -1.184 -0.793
H2 -5.563 -1.719 -2.950
H3 -3.111 -1.849 -3.114
H4 -2.794 -0.827 1.017
H5 -5.224 -0.740 1.193
H6 -0.724 -2.120 -2.504
H7 -1.014 -2.003 1.762
H8 -1.098 -3.969 3.210
H9 -0.664 -6.220 2.280
H10 -0.212 -6.474 -0.133
H11 -0.262 -4.510 -1.610
C13 1.070 -1.756 6.187
C14 0.734 -2.120 4.746
C15 1.982 -2.302 3.897
O1 -0.188 -1.198 4.161
P1 -0.020 0.322 3.701
S1 -1.822 0.989 3.307
S2 1.376 0.496 2.216
O2 0.662 0.926 5.034
C16 1.379 2.142 5.188
C17 0.847 3.263 4.308
C18 2.868 1.902 4.957
H12 1.466 -2.633 6.694
H13 0.171 -1.427 6.701
H14 1.806 -0.957 6.232
H15 0.162 -3.058 4.750
H16 2.563 -1.384 3.889
H17 1.707 -2.563 2.874
H18 2.590 -3.104 4.306
H19 1.214 2.405 6.243
H20 1.156 3.117 3.275
H21 1.231 4.216 4.656
H22 -0.239 3.280 4.348
H23 3.050 1.632 3.919
H24 3.229 1.093 5.587
H25 3.425 2.804 5.192
C19 4.818 -0.517 1.388
C20 4.642 0.442 0.218
C21 4.280 1.821 0.752
C22 5.941 0.532 -0.572
Sb1 2.782 -0.340 -0.923
C23 2.586 1.125 -2.653
C24 3.915 1.601 -3.215
C25 1.767 0.477 -3.760
C26 1.798 2.303 -2.089
C27 3.422 -2.378 -1.722
C28 2.543 -2.775 -2.894
C29 4.876 -2.442 -2.146
C30 3.153 -3.315 -0.554
H26 5.555 -0.119 2.085
H27 5.169 -1.490 1.050
H28 3.879 -0.641 1.925
H29 5.043 2.151 1.458
H30 3.328 1.792 1.279
H31 4.224 2.560 -0.044
H32 6.749 0.786 0.118
H33 5.898 1.309 -1.330
H34 6.198 -0.406 -1.050
H35 4.552 0.761 -3.489
H36 4.442 2.228 -2.497
H37 3.740 2.200 -4.111
H38 2.362 -0.261 -4.289
H39 1.462 1.235 -4.483
H40 0.871 -0.006 -3.365
H41 2.332 2.785 -1.271
H42 0.821 1.969 -1.718
H43 1.627 3.048 -2.867
H44 2.831 -2.243 -3.795
H45 1.492 -2.592 -2.688
H46 2.667 -3.840 -3.088
H47 5.099 -1.683 -2.893
H48 5.082 -3.416 -2.590
H49 5.543 -2.319 -1.298
H50 2.095 -3.300 -0.287
H51 3.739 -3.039 0.321
H52 3.415 -4.337 -0.824
N1 -2.209 1.613 -0.530
C31 -2.704 2.865 -0.423
C32 -1.789 3.597 0.297
C33 -0.770 2.698 0.613
N2 -1.038 1.486 0.120
H53 -2.674 0.782 -0.890
H54 -3.646 3.129 -0.854
H55 -1.842 4.629 0.577
H56 0.106 2.892 1.205

Computed properties:
2S+1	5
largest force on an atom	0.041	hartree/bohr
E_HOMO (alpha / beta)	-0.282 / -0.282	hartree
ΔE to the lowest compared entry with this formula, charge and spin	123.0	kJ/mol
frontier orbital gap (alpha / beta)	0.2977 / 0.2942	Ha

3.
This record from OMol25 describes a structure of composition H3IN2. The level of theory is wB97M-V/def2-TZVPD.

Atoms and positions in Å:
N1 0.622 0.720 0.664
N2 -0.540 -0.700 -0.370
I1 0.352 -1.127 -2.007
H1 -0.224 1.124 1.095
H2 0.977 0.025 1.378
H3 -1.187 -0.042 -0.760

Computed properties:
largest force on an atom	0.085	hartree/bohr
E_HOMO	-0.328	hartree
ΔE to the lowest compared entry with this formula, charge and spin	219.7	kJ/mol
frontier orbital gap	0.2951	Ha

4.
This record from OMol25 describes the molecule C7H12. The level of theory is wB97M-V/def2-TZVPD.

Atoms and positions in Å:
C1 1.765 0.234 -1.908
C2 1.049 0.220 -0.570
C3 -0.333 0.908 -0.434
C4 -0.687 -0.193 0.559
C5 -0.788 0.044 2.032
C6 -1.961 -0.514 1.260
C7 0.381 -1.085 -0.064
H1 1.925 1.261 -2.257
H2 1.183 -0.293 -2.673
H3 2.746 -0.250 -1.839
H4 1.706 0.611 0.216
H5 -0.368 1.947 -0.091
H6 -0.910 0.816 -1.364
H7 -0.846 1.072 2.383
H8 -0.249 -0.629 2.696
H9 -2.816 0.140 1.101
H10 -2.219 -1.559 1.414
H11 -0.018 -1.659 -0.912
H12 0.941 -1.757 0.596

Computed properties:
largest force on an atom	0.004	hartree/bohr
E_HOMO	-0.361	hartree
ΔE to the lowest compared entry with this formula, charge and spin	122.2	kJ/mol
frontier orbital gap	0.4033	Ha

5.
This record from OMol25 describes a structure of composition C14H15BrN2O5Zr. The level of theory is wB97M-V/def2-TZVPD.

Atoms and positions in Å:
C1 3.943 -0.303 1.592
C2 4.048 0.216 0.056
O1 4.911 1.070 -0.215
O2 3.158 -0.405 -0.865
C3 2.448 0.553 -1.690
C4 1.998 1.899 -0.949
C5 1.016 1.686 0.318
C6 -0.521 1.542 -0.067
C7 -1.517 2.779 -0.171
O3 -0.977 4.028 0.133
C8 -3.036 2.527 -0.594
Br1 -4.272 4.045 -0.725
C9 -3.602 1.121 -0.913
C10 -2.632 -0.076 -0.782
C11 -1.131 0.159 -0.359
C12 -0.519 -1.306 -0.328
O4 0.612 -1.740 -0.024
N1 -1.542 -2.326 -0.693
C13 -1.759 -3.256 0.471
N2 -2.213 -2.527 1.699
C14 -2.829 -1.635 -1.027
O5 -3.842 -2.217 -1.434
H1 4.078 -1.451 1.554
H2 4.772 0.110 2.250
H3 2.915 -0.122 2.049
H4 3.022 0.759 -2.670
H5 1.473 0.027 -2.021
H6 2.856 2.585 -0.635
H7 1.390 2.505 -1.726
H8 1.321 0.747 0.885
H9 1.104 2.639 0.960
H10 -1.410 4.334 0.979
H11 -4.681 0.942 -1.226
H12 -0.729 -3.784 0.707
H13 -2.566 -4.022 0.117
H14 -3.019 -3.036 2.116
H15 -1.426 -2.628 2.375
Zr1 -0.841 -5.439 0.851

Computed properties:
largest force on an atom	0.106	hartree/bohr
E_HOMO	-0.728	hartree
net charge	+4
frontier orbital gap	0.0730	Ha

6.
This record from OMol25 describes a cluster of 2 separate species, C28H30N4 in total. The level of theory is wB97M-V/def2-TZVPD.

Atoms and positions in Å:
C1 -1.031 6.163 -0.789
N1 -0.651 5.333 0.350
C2 -0.860 5.978 1.657
C3 -0.233 5.170 2.788
C4 -0.693 3.704 2.706
C5 -0.421 3.107 1.354
C6 -0.308 3.976 0.238
C7 0.150 3.440 -0.974
C8 0.359 2.100 -1.112
C9 0.075 1.186 -0.070
C10 0.159 -0.221 -0.249
C11 0.264 -0.903 -1.491
C12 0.599 -2.277 -1.559
C13 0.769 -2.927 -2.766
C14 0.610 -2.218 -3.984
N2 0.813 -2.849 -5.217
C15 0.571 -2.213 -6.509
C16 1.144 -4.280 -5.325
C17 1.815 -4.827 -4.070
C18 1.036 -4.407 -2.814
C19 0.188 -0.883 -3.919
C20 -0.011 -0.264 -2.721
C21 -0.265 1.746 1.186
H1 -0.968 5.619 -1.727
H2 -2.059 6.493 -0.665
H3 -0.385 7.036 -0.841
H4 -0.449 6.992 1.604
H5 -1.937 6.085 1.812
H6 0.859 5.220 2.695
H7 -0.465 5.618 3.764
H8 -0.214 3.102 3.488
H9 -1.769 3.650 2.901
H10 0.394 4.090 -1.795
H11 0.829 1.746 -2.011
H12 0.138 -0.827 0.643
H13 0.704 -2.823 -0.637
H14 0.569 -1.129 -6.449
H15 1.353 -2.496 -7.209
H16 -0.388 -2.548 -6.897
H17 0.211 -4.815 -5.526
H18 1.778 -4.418 -6.206
H19 1.905 -5.921 -4.135
H20 2.845 -4.455 -4.014
H21 1.556 -4.728 -1.904
H22 0.073 -4.930 -2.806
H23 -0.026 -0.330 -4.815
H24 -0.481 0.702 -2.720
H25 -0.406 1.080 2.020
C22 -0.859 -2.136 7.217
C23 -1.461 -2.995 6.323
C24 -1.096 -2.928 4.984
C25 -0.128 -1.986 4.553
C26 0.472 -1.136 5.473
C27 0.099 -1.221 6.798
N3 0.021 -2.129 3.197
C28 -0.809 -3.118 2.875
N4 -1.505 -3.636 3.884
H26 -1.135 -2.175 8.257
H27 -2.202 -3.707 6.636
H28 1.215 -0.435 5.141
H29 0.556 -0.567 7.521
H30 -0.912 -3.478 1.861

Computed properties:
largest force on an atom	0.039	hartree/bohr
E_HOMO	-0.207	hartree
frontier orbital gap	0.1251	Ha

7.
This record from OMol25 describes a cluster of 3 separate species, C19H22N3O8PS in total. The level of theory is wB97M-V/def2-TZVPD.

Atoms and positions in Å:
C1 1.155 -4.738 2.491
C2 0.951 -3.893 1.658
C3 0.693 -2.551 1.084
C4 -0.619 -2.101 0.796
C5 -0.887 -0.806 0.271
P1 -2.573 -0.181 -0.096
N1 -2.429 1.158 -0.884
O1 -3.441 -0.013 1.280
O2 -3.356 -1.285 -1.018
C6 0.188 0.098 0.030
C7 1.461 -0.378 0.317
C8 1.764 -1.683 0.830
C9 3.281 -1.838 0.995
O3 3.908 -2.591 1.663
N2 3.760 -0.796 0.109
N3 5.134 -0.541 0.313
C10 5.639 0.130 -0.586
S1 6.068 1.364 -1.465
C11 2.845 0.285 0.223
O4 3.026 1.464 0.295
H1 1.394 -5.490 3.232
H2 -1.486 -2.749 0.980
H3 -2.888 1.913 -0.377
H4 -3.266 0.872 1.634
H5 -3.393 -2.130 -0.535
H6 0.047 1.114 -0.350
C12 1.234 2.988 4.517
C13 -0.166 2.517 4.854
O5 -0.674 1.631 3.851
C14 -0.436 0.306 3.829
C15 0.637 -0.265 4.719
O6 -1.033 -0.387 3.050
H7 1.939 2.157 4.479
H8 1.587 3.706 5.259
H9 1.248 3.463 3.535
H10 -0.227 2.062 5.845
H11 -0.840 3.373 4.866
H12 1.574 -0.311 4.163
H13 0.343 -1.272 5.007
H14 0.788 0.290 5.642
C16 -1.114 1.362 -6.789
C17 -1.087 -0.122 -6.489
O7 -0.596 -0.379 -5.172
C18 -1.369 -0.361 -4.065
C19 -2.752 0.229 -4.143
O8 -0.918 -0.750 -3.024
H15 -1.789 1.895 -6.118
H16 -1.436 1.541 -7.816
H17 -0.122 1.795 -6.653
H18 -2.058 -0.598 -6.644
H19 -0.391 -0.614 -7.169
H20 -2.707 1.280 -3.859
H21 -3.391 -0.302 -3.441
H22 -3.218 0.133 -5.123

Computed properties:
largest force on an atom	0.052	hartree/bohr
E_HOMO	-0.328	hartree
frontier orbital gap	0.3165	Ha

8.
This record from OMol25 describes the molecule C3H4O2S. The level of theory is wB97M-V/def2-TZVPD.

Atoms and positions in Å:
O1 -1.340 -1.290 0.234
C1 -1.810 -0.215 -0.059
O2 -0.931 0.731 -0.273
C2 0.452 0.603 0.280
C3 1.331 -0.491 -0.335
S1 3.039 -0.271 0.040
H1 -2.953 0.069 -0.165
H2 0.213 0.394 1.258
H3 0.912 1.643 0.180
H4 1.088 -1.172 -1.162

Computed properties:
largest force on an atom	0.098	hartree/bohr
E_HOMO	-0.337	hartree
ΔE to the lowest compared entry with this formula, charge and spin	223.8	kJ/mol
frontier orbital gap	0.2996	Ha

9.
This record from OMol25 describes a structure of composition C42H37N7O2ReS. The level of theory is wB97M-V/def2-TZVPD.

Atoms and positions in Å:
Re1 0.403 -1.644 -0.646
C1 -0.353 -5.065 -3.192
C2 -0.403 -3.834 -2.366
N1 0.644 -3.297 -1.810
N2 1.897 -3.842 -1.945
C3 2.760 -3.094 -1.274
O1 2.404 -2.043 -0.566
C4 4.185 -3.431 -1.306
C5 4.644 -4.580 -1.953
C6 6.001 -4.848 -1.991
C7 6.902 -3.974 -1.393
C8 6.447 -2.835 -0.740
C9 5.090 -2.564 -0.694
C10 -1.648 -3.084 -2.134
C11 -2.852 -3.455 -2.692
C12 -3.988 -2.702 -2.434
C13 -3.886 -1.578 -1.631
C14 -2.653 -1.247 -1.115
N3 -1.561 -1.986 -1.346
H1 0.639 -5.493 -3.150
H2 -0.591 -4.830 -4.234
H3 -1.081 -5.798 -2.837
H4 3.935 -5.254 -2.415
H5 6.359 -5.741 -2.489
H6 7.964 -4.180 -1.438
H7 7.151 -2.159 -0.267
H8 4.723 -1.676 -0.192
H9 -2.892 -4.326 -3.333
H10 -4.941 -2.985 -2.868
H11 -4.745 -0.954 -1.416
H12 -2.518 -0.347 -0.526
S1 0.126 -3.396 1.236
C15 -0.636 -2.793 2.670
N4 0.156 -2.390 3.685
C16 -0.283 -1.971 4.895
C17 -1.621 -1.930 5.152
C18 -2.494 -2.340 4.141
C19 -2.009 -2.756 2.914
H13 1.152 -2.453 3.517
H14 0.472 -1.684 5.613
H15 -1.982 -1.601 6.118
H16 -3.565 -2.340 4.330
H17 -2.670 -3.096 2.128
C20 0.519 3.970 -2.188
C21 -0.213 3.213 -1.248
C22 -0.197 1.848 -1.295
C23 0.585 1.133 -2.242
C24 0.736 -0.306 -2.259
C25 1.366 -0.869 -3.360
C26 1.941 -0.095 -4.389
C27 1.907 1.264 -4.314
C28 1.233 1.908 -3.245
C29 1.194 3.325 -3.182
H18 0.514 5.054 -2.139
H19 -0.810 3.717 -0.492
H20 -0.839 1.305 -0.614
H21 1.479 -1.941 -3.455
H22 2.437 -0.592 -5.216
H23 2.378 1.873 -5.080
H24 1.712 3.888 -3.953
C30 -2.854 6.865 -0.561
C31 -2.590 5.963 0.627
C32 -3.239 4.744 0.778
C33 -3.012 3.920 1.878
C34 -2.105 4.305 2.856
N5 -1.862 3.576 4.078
C35 -1.936 2.258 4.391
O2 -1.988 1.832 5.524
N6 -1.883 1.350 3.290
C36 -0.723 1.139 2.575
C37 0.455 1.878 2.768
C38 1.585 1.555 2.045
C39 1.549 0.523 1.125
N7 0.416 -0.162 0.918
C40 -0.686 0.137 1.623
C41 -1.449 5.520 2.717
C42 -1.692 6.334 1.622
H25 -3.612 6.444 -1.221
H26 -1.944 7.022 -1.146
H27 -3.200 7.848 -0.233
H28 -3.963 4.437 0.029
H29 -3.586 3.010 1.991
H30 -1.719 4.148 4.896
H31 -2.498 0.564 3.406
H32 0.478 2.686 3.494
H33 2.509 2.098 2.195
H34 2.411 0.247 0.530
H35 -1.566 -0.466 1.441
H36 -0.751 5.843 3.487
H37 -1.175 7.286 1.543

Computed properties:
2S+1	4
largest force on an atom	0.020	hartree/bohr
E_HOMO (alpha / beta)	-0.458 / -0.466	hartree
ΔE to the lowest compared entry with this formula, charge and spin	32.6	kJ/mol
net charge	+2
frontier orbital gap (alpha / beta)	0.2289 / 0.2082	Ha

10.
This record from OMol25 describes a structure of composition C6H13NS. The level of theory is wB97M-V/def2-TZVPD.

Atoms and positions in Å:
C1 1.872 1.422 0.400
C2 0.897 0.185 0.636
C3 -0.592 -1.578 -0.173
C4 -0.674 0.589 -1.228
C5 -1.552 0.289 1.118
C6 -0.454 -0.093 0.035
N1 2.444 0.470 -0.491
S1 3.750 -0.517 0.006
H1 1.531 2.260 -0.172
H2 2.403 1.748 1.214
H3 1.226 -0.600 1.264
H4 -1.461 -1.781 -0.719
H5 -0.676 -2.101 0.781
H6 0.321 -2.073 -0.658
H7 -1.558 0.484 -1.892
H8 -0.594 1.721 -1.090
H9 0.285 0.351 -1.858
H10 -2.443 0.006 0.643
H11 -1.793 1.320 1.446
H12 -1.498 -0.206 2.009
H13 4.204 -0.976 -1.217

Computed properties:
largest force on an atom	0.101	hartree/bohr
E_HOMO	-0.289	hartree
ΔE to the lowest compared entry with this formula, charge and spin	374.9	kJ/mol
frontier orbital gap	0.3168	Ha